# 1
C24H68F6N2O17P | ωB97M-V with the def2-TZVPD basis set

Results
Strongest force on any atom, eV/A: 3.16
Total charge: -1
Frontier orbital gap, eV: 9.03
Relative energy (zero: lowest compared OMol25 entry of this formula, charge and spin), kJ/mol: 65.8
E_HOMO, eV: -6.81
Lowest unoccupied orbital energy, eV: 2.2240

Structure (XYZ):
```
118
C24H68F6N2O17P | the Open Molecules 2025 dataset | ωB97M-V with the def2-TZVPD basis set
C -3.5001 -4.3524 -0.3975
O 1.3542 3.0888 4.6620
C -0.0258 7.3958 -1.0414
O -1.5412 2.6563 -5.8864
C -1.1452 -4.5491 -1.1832
H 1.1909 4.4593 3.2817
H 1.9088 -1.0495 10.2240
H 3.8923 0.4945 -6.7676
C 0.5046 2.0393 4.1312
H 0.2576 8.2553 -0.4340
H 0.0574 5.2465 -0.8648
F 0.7182 2.8096 -1.6926
H -6.3293 -7.1249 -1.8189
O -2.6644 3.4447 -2.5333
C 1.1253 0.6496 4.5523
H 3.0654 -0.1722 1.5797
C 2.9748 -1.6617 -3.2047
H -2.4485 2.5580 -6.1842
H 1.7774 -3.0175 1.5604
H -0.4878 -5.2857 -1.6453
O 1.8365 6.2240 -0.1387
H -1.4708 -2.4091 -1.4230
H -2.7677 -2.2297 1.3823
H -0.1991 4.3813 4.4422
H 1.2113 0.7898 -5.2850
H -1.9334 3.6232 -1.9371
H 2.4310 0.8644 -7.7151
C -1.0081 -3.2135 -1.9948
F -0.2454 0.7319 -2.1682
C -1.3563 -2.0857 -4.0282
C 1.9344 -2.0075 1.9390
F 0.4859 -0.0830 -0.2023
H -0.5460 2.3575 -4.0727
O 2.9649 1.4034 -4.4772
H 2.3517 -0.8574 -3.5958
O -3.6280 -0.5229 3.3067
H 0.9583 -1.5382 2.0613
H -1.6239 7.9328 -2.0188
C 2.8088 0.3841 -6.8124
H 4.8048 -1.7256 -1.9674
F -0.8416 1.8971 -0.1615
H -1.1595 -1.4914 1.1297
N 1.0396 0.3445 5.9704
H -1.8923 0.4584 2.7898
O -1.3762 -3.3314 -3.3269
H -0.8480 -4.4913 -0.1361
C 1.3813 -1.0477 6.2128
O -2.6569 -0.3872 0.3932
F 1.5227 1.9169 0.3296
H -0.0243 5.9004 0.6982
H 1.5295 -2.4750 3.7390
H -5.6851 -4.2324 -0.1567
C 2.1581 1.1967 -5.6402
H -5.0182 -5.8567 0.1301
C -1.5420 2.4876 -4.4960
C 4.2157 -1.0039 -2.5332
H -2.3103 4.1386 1.0753
H 0.6373 -1.6754 5.7223
C 2.8175 -1.3592 9.7078
H 2.8609 -2.4330 9.8903
H -3.5744 -3.2847 -0.6037
H 0.4847 7.5097 -1.9977
H -1.6523 -1.1090 3.4516
H -2.1537 -1.4633 -3.6223
H 3.9370 -0.3695 -1.6917
H 1.5717 -1.1474 -7.3786
H 2.7960 -1.1294 0.1674
O 2.3311 -2.1899 3.2943
H -2.0027 2.6593 1.1712
H 2.3818 1.5077 -3.7218
H -0.5515 2.1083 4.3920
H -7.3021 -5.7453 -1.4177
H 0.6356 -1.1108 8.2748
H 1.4056 -2.5983 7.8049
H -0.4275 -1.5659 -3.7931
H 2.2794 -1.3720 5.6872
C -6.4988 -6.0789 -2.0747
H -3.1254 -4.4409 0.6223
H 4.6296 -1.4208 2.1722
H 2.1792 5.4760 0.3559
H 0.4555 -0.0800 4.0973
H -3.3211 3.6761 -4.4905
C -4.9610 -4.9704 -0.5018
H -6.8278 -6.0341 -3.1129
N -2.5779 -5.0937 -1.2921
C -2.2081 -1.2947 1.3528
H -4.0852 -1.3664 3.2725
H -1.3105 -2.1688 -5.1141
H 0.4438 2.1808 3.0522
C 2.9828 -1.2042 1.2387
O 2.7211 -1.0245 8.3194
O 2.3496 -0.9977 -6.8364
H 3.5377 -2.1219 -4.9774
H 3.7668 -1.0082 10.1124
C 0.4448 6.0739 -0.2703
P 0.5395 1.4131 -0.9054
H -2.0553 4.6978 -4.0378
O 3.3895 -2.5870 -4.1508
O -1.4297 7.3244 -1.3021
H -1.9251 0.0707 -0.0267
H 4.4167 0.4285 -3.7306
O 4.9978 -0.2864 -3.4607
H -2.1002 1.5803 -4.2649
O -5.2553 -5.3341 -1.8867
C -2.3997 3.6718 -3.9081
H 1.8005 2.1516 -6.0254
O -2.1157 3.4452 1.7059
O 4.2635 -1.7687 1.3558
C 0.8825 4.3261 4.3186
H 1.3221 5.1788 4.8360
H 1.7756 0.8900 6.3957
C -2.2817 -0.5590 2.7519
H 0.0560 -2.9796 -1.9614
C 1.4891 -1.5141 7.7298
H -2.9536 -4.8762 -2.2040
H 2.1146 0.6539 4.0948
H 2.3287 -2.1321 -2.4635
F 1.8848 0.9439 -1.7723
```

---

# 2
C24H68I2NO13P | ωB97M-V with the def2-TZVPD basis set

Results
Strongest force on any atom, eV/A: 0.42
Frontier orbital gap, eV: 8.28
Relative energy (zero: lowest compared OMol25 entry of this formula, charge and spin), kJ/mol: 0.0
E_HOMO, eV: -8.18
Lowest unoccupied orbital energy, eV: 0.1071

Structure (XYZ):
```
109
C24H68I2NO13P | the Open Molecules 2025 dataset | ωB97M-V with the def2-TZVPD basis set
H 2.3042 -1.3171 2.3545
C 6.2867 -6.2869 0.6815
H -6.6135 -0.0203 11.9263
H -2.7148 4.7298 -2.1777
H 5.5645 -5.4287 5.7148
H 6.9803 -7.0972 0.8926
H 2.4378 -2.5171 -3.4597
H -2.2280 5.2468 -3.7990
O 4.4244 -0.0529 -4.5356
H 3.8973 1.9967 -5.7091
H 5.8880 -5.9208 1.6304
H 1.8395 0.1226 -2.5929
H 6.5217 -6.9132 5.6032
H 2.1339 -2.7535 1.3323
C 2.8173 1.9377 -5.8318
H 6.3175 -0.8682 -4.7229
H 6.3879 -4.5519 -0.1523
C 2.1324 0.0696 -3.6524
H -6.0084 -0.6703 7.5953
H -5.0395 2.4628 4.7923
H -2.2080 7.2718 5.4894
C 6.0448 -6.1266 5.0233
H -4.0221 5.2073 0.4305
O -6.5219 -1.1760 10.1844
O -3.6493 -0.0604 -1.1525
O -4.0057 3.6491 1.8295
H -3.3342 1.9238 -0.8874
O -0.6639 4.8625 -2.5772
H 4.2543 -4.7572 -4.4677
H -2.1003 6.3781 -2.4429
H -6.9734 0.7643 5.3536
H 5.5063 -2.6821 -3.5420
H 2.6091 1.0513 -6.4387
C -4.1223 -0.8486 -6.4277
H -2.8613 0.6776 -2.9209
O -3.5675 1.5215 5.9208
H 1.1569 -0.6768 -5.2985
C -6.7531 0.0618 10.8454
H 2.4439 2.8164 -6.3627
C 3.5139 -0.6495 -3.6454
C 3.3986 -2.1757 -3.8488
H 5.9249 -0.2299 -3.1027
H 2.2185 3.2147 -2.3390
H 4.0638 1.4462 -2.0240
H -3.6864 6.4939 4.9029
O -2.0415 6.5404 3.6094
C -0.9046 -1.6297 -3.1533
C 2.4045 -2.4050 2.3266
H 4.5681 3.1093 -1.7494
H -0.2946 0.4440 -3.2342
C -4.5541 4.8528 1.3199
H 5.4631 -6.6794 0.0778
H -4.4474 5.6031 2.1022
H -2.2730 -1.3443 -6.7919
H -3.7384 1.7106 3.8488
H -5.6112 -1.4368 10.3462
H -3.4289 3.1965 4.7534
O -4.6896 1.1321 0.3933
C 4.2104 2.4111 -2.5133
H 3.9069 -0.5353 -2.6310
C -3.9669 2.2514 4.7689
H -6.1071 0.8562 10.4619
H -4.2242 -0.1179 -7.2335
C 5.7918 -0.0736 -4.1789
C 4.4021 -4.5230 -3.4129
C -2.5735 -0.0029 -2.1133
C -6.7037 0.0312 7.1461
H -4.6608 -0.4815 -5.5567
H -3.0662 -1.6479 -3.4050
H -0.8954 -0.1767 -4.7513
C -1.9940 5.3316 -2.7405
C 2.9138 2.9262 -3.1361
H -6.6142 0.9923 7.6596
H -4.0824 0.7069 5.9117
P 1.9080 1.8428 -4.2401
H -4.0901 2.9631 1.1561
H 4.6669 -6.0796 3.6475
H -7.7884 0.3321 10.6507
C -3.9105 1.0607 -0.5125
H -7.7156 -0.3571 7.2801
H -4.5730 -1.7929 -6.7422
O 7.0084 -5.2733 -0.0062
H 6.8162 -5.5951 4.4587
H 3.5777 -4.9350 -2.8278
H -0.2433 -1.9198 -2.3264
H -5.6170 4.7564 1.0814
O 3.7486 -2.8182 2.5533
H -2.5086 -2.0982 -1.8005
H -0.9177 -2.4797 -3.8435
H 3.1033 3.8382 -3.7124
N 1.0862 -0.7368 -4.2909
I 3.3495 -2.6009 -5.9576
H -2.2968 5.5050 5.4093
H 6.2438 0.8837 -4.4529
H 5.3212 -5.0121 -3.0810
H 5.0050 2.3234 -3.2552
O -6.3636 0.1467 5.7651
C -2.3314 -1.4095 -2.6322
C -2.5944 6.4332 4.9148
H -0.4300 4.9338 -1.6477
C 4.5204 -3.0150 -3.2216
C -0.2899 -0.4408 -3.8797
H -2.3630 5.7953 3.0918
H 4.0145 -2.5177 3.4265
O 5.1035 -6.7600 4.1683
H 1.7152 -2.8464 3.0503
I 4.5093 -2.6852 -1.0813
H -1.6842 0.4075 -1.6247
O -2.7639 -1.0157 -6.0332
```

---

# 3
C24H68N4O10 | ωB97M-V with the def2-TZVPD basis set

Results
Strongest force on any atom, eV/A: 2.44
Frontier orbital gap, eV: 9.08
Relative energy (zero: lowest compared OMol25 entry of this formula, charge and spin), kJ/mol: 12.1
E_HOMO, eV: -9.14
Lowest unoccupied orbital energy, eV: -0.0577

Structure (XYZ):
```
106
C24H68N4O10 | the Open Molecules 2025 dataset | ωB97M-V with the def2-TZVPD basis set
H 0.2730 2.5187 -5.2077
H 1.6645 -3.0047 -1.8110
C 4.2045 1.2724 -1.6511
H -3.9342 -2.2617 -0.1985
H -5.6271 2.2609 0.9751
H 0.5950 -0.3039 -1.4588
H -6.1924 3.2942 -1.2756
H -3.0818 -0.0781 2.7241
H 1.2094 0.4405 -3.1534
H 3.8598 0.7871 4.8682
H -3.8854 -0.7323 4.1175
H -2.1797 -2.2820 2.2159
H -0.0566 6.2476 -0.7634
C -3.1170 -3.4161 3.7216
C -4.9763 1.6475 -0.7957
C 4.5405 2.2923 3.5034
H 2.7278 2.3958 0.4421
H 1.0714 -0.0306 1.8362
H 1.6580 2.2687 3.3248
H 0.1457 3.9726 1.6277
H -0.8818 -2.4924 4.3227
N 0.7785 -0.1466 -0.4845
H 2.4661 -3.2855 3.8777
H 4.8001 2.4799 0.0269
H 5.4804 1.8166 3.2314
H 3.7791 2.1228 -2.1894
H -3.1024 -4.0557 -2.6044
H 0.2143 -2.6239 -2.6441
H -3.4578 0.1955 -0.0836
H 0.4516 -4.6004 -4.1347
H -4.3654 -1.3575 2.5709
H 1.7567 2.6280 -4.1530
C 0.7365 2.2458 -4.2600
H 2.2633 2.7318 4.8942
C 4.3361 1.5068 -0.1628
N 2.7601 -2.6485 3.1595
N 0.1182 -0.2905 1.6966
H 3.3377 0.7127 2.1198
H -4.7047 3.4965 -2.0286
H 1.0125 0.1763 -6.2072
C -0.2404 -0.4264 0.3896
O -2.3511 -3.5179 0.0367
H -3.2779 -3.4664 4.7988
H 1.6830 6.3933 -0.8637
H -2.3858 -2.5088 -2.3100
H 1.4471 1.1591 4.6438
H -4.7639 -4.2599 0.7737
H 1.8091 -2.5887 -3.4986
H 0.1575 2.7277 -3.4682
O -5.6318 1.4464 0.4704
H 2.6818 -1.6672 3.4042
C 1.1782 -3.1193 -2.7855
H 1.2501 -1.0643 -5.0488
H 3.5508 0.4275 -1.8777
C 3.0458 -3.0858 1.9018
H -2.9933 1.1004 -1.4766
H 3.6750 -2.2139 0.1805
C -2.4565 -2.1115 3.2635
O -0.6699 0.3719 -4.1378
H -3.1134 1.8913 0.1888
O 2.2873 4.0537 0.1080
H -1.8312 -2.7150 0.1902
H -5.4687 1.0444 -1.5597
H 0.5315 -5.1888 -2.4335
C -0.0223 3.7498 0.5743
O -1.3045 -0.9084 0.0020
H 2.9376 4.5501 -0.4039
C -3.5348 1.1845 -0.5285
H 4.1788 2.8134 2.6151
O 3.3658 0.2162 2.9666
H 0.8562 4.0949 -1.4105
H -4.8525 3.8052 -0.2709
H -2.3775 -4.1967 3.5092
C 0.9853 4.4129 -0.3716
C 1.4126 0.0022 -5.2056
O 3.0385 1.4609 0.4431
C -3.2948 -3.0843 -2.1396
C -3.5505 -3.1939 -0.6272
H 2.4713 0.2732 -5.1993
C -3.5008 -1.0013 3.1267
H 0.8867 6.2938 0.7410
H -0.5244 -0.5920 2.4094
C 2.1509 1.8784 4.2213
H 3.2987 -1.1423 1.5462
H -1.0064 4.1358 0.3072
H 5.1708 1.0454 -2.1080
O -1.4600 -1.7330 4.1885
C 0.8754 5.9353 -0.2860
C -5.1243 3.1334 -1.0862
N 3.3038 -2.0407 1.0959
H 0.0299 2.6654 0.4603
O 2.2723 -5.1848 -3.4671
C -4.6105 -4.2588 -0.3122
H -1.0138 0.6589 -4.9878
H -4.0159 -3.6101 3.1411
H -4.2644 -5.2656 -0.5420
C 0.7176 0.7465 -4.0752
O 3.1227 -4.2668 1.5627
H 1.5732 0.4311 -0.2344
H -5.6030 -4.0007 -0.6799
H -4.2055 -2.7218 -2.6211
H 4.5994 2.9653 4.3579
C 1.0069 -4.5730 -3.1984
H 2.7507 -5.2671 -2.6364
C 3.4835 1.2492 3.9507
H 4.9858 0.7569 0.2942
```